No. 1
DFT (wB97M-V/def2-TZVPD) results for 2 unconnected molecules or ions with the total composition C7H15NO2.

Geometry as ORCA input:
```
! wB97M-V def2-TZVPD RIJCOSX def2/J DEFGRID3
* xyz 0 1
C -1.2985 -0.0899 -0.2921
C -2.1468 -1.0919 0.4666
C -1.8111 1.3334 -0.1461
N -1.1632 -0.4414 -1.6703
H -0.1255 0.0610 0.1443
H -0.4205 0.0838 -2.1201
H -0.9714 -1.4268 -1.8039
H -2.1669 -0.8382 1.5240
H -1.7684 1.6290 0.9006
H -1.7707 -2.1073 0.3485
H -3.1616 -1.0800 0.0683
H -2.8266 1.4037 -0.5331
H -1.1867 2.0243 -0.7118
C 1.9684 1.9911 0.3260
C 1.5919 -1.9139 0.3222
C 1.2705 -0.5456 0.8594
C 1.7634 0.6355 -0.2776
O 1.2953 -0.2554 2.0400
O 1.7813 0.3818 -1.4575
H 1.5670 2.7605 -0.3320
H 1.4655 2.0802 1.2862
H 2.6736 -2.0519 0.3166
H 1.1559 -2.6790 0.9616
H 1.2482 -2.0037 -0.7061
H 3.0367 2.1403 0.4863
*
```

Calculated values
Relative energy (zero: lowest compared OMol25 entry of this formula, charge and spin) (kcal per mole): 53.86
HOMO energy (eV): -8.61
Total energy (a.u.): -480.89964
HOMO-LUMO gap (eV): 8.73
Maximum force (eV/Å): 4.03
SMILES string: CC(=O)C(C)=O.CC(C)N


No. 2
DFT (wB97M-V/def2-TZVPD) results for 2 unconnected molecules or ions with the total composition C5H8ClNS.

Geometry as ORCA input:
```
! wB97M-V def2-TZVPD RIJCOSX def2/J DEFGRID3
* xyz 0 1
C 1.3315 -1.6902 0.2309
C 0.0613 -1.3635 -0.1587
C -2.9381 -0.2550 -0.0009
C 0.8618 1.4912 0.5215
C 0.4670 0.9731 -0.8660
N -0.3562 -0.2818 -0.7408
S -3.5057 -1.7125 0.1144
Cl -3.4292 1.2916 0.2591
H 1.6975 -2.4749 0.8305
H 2.0556 -1.0627 -0.1313
H -0.8497 -1.9854 0.0896
H 1.6732 0.7864 0.9176
H 1.4524 2.4497 0.3959
H 0.1654 1.4991 1.3788
H -0.1247 1.6026 -1.4247
H 1.4379 0.7323 -1.4159
*
```

Calculated values
Relative energy (zero: lowest compared OMol25 entry of this formula, charge and spin) (kcal per mole): 113.74
HOMO energy (spin up / spin down) (eV): -8.68 / -7.28
Total energy (a.u.): -1108.25785
HOMO-LUMO gap (spin up / spin down) (eV): 8.56 / 6.38
Maximum force (eV/Å): 4.11


No. 3
DFT (wB97M-V/def2-TZVPD) results for a molecular structure, C3H8N4O.

Geometry as ORCA input:
```
! wB97M-V def2-TZVPD RIJCOSX def2/J DEFGRID3
* xyz 0 1
C -1.9400 0.6168 -0.9582
N -0.4925 0.4259 -0.8956
C 0.0731 -1.1291 -0.5046
N 0.2232 -2.0351 -1.2681
H -0.0039 0.8674 -1.6772
H -2.3684 -0.0127 -1.7414
H -2.3850 0.3328 -0.0029
H -2.1773 1.6603 -1.1724
N 1.8024 -0.9787 1.2859
C 0.4797 -0.6137 0.9023
O 1.4285 1.4890 0.4410
N 0.2257 0.8545 0.7028
H 1.2533 2.3998 0.7207
H 2.3272 -1.3201 0.4881
H 1.8259 -1.6513 2.0385
H -0.2720 -0.9057 1.6411
*
```

Calculated values
Relative energy (zero: lowest compared OMol25 entry of this formula, charge and spin) (kcal per mole): 149.31
HOMO energy (eV): -7.74
Total energy (a.u.): -413.17811
HOMO-LUMO gap (eV): 8.32
Maximum force (eV/Å): 2.50


No. 4
DFT (wB97M-V/def2-TZVPD) results for 2 unconnected molecules or ions with the total composition C2H9NO2.

Geometry as ORCA input:
```
! wB97M-V def2-TZVPD RIJCOSX def2/J DEFGRID3
* xyz 0 1
C 0.3436 -1.4954 -0.7187
O 1.1697 -1.9262 -1.7930
C -0.4875 -0.2896 -1.0821
N 0.3071 0.8761 -1.3575
H -0.1925 -2.3446 -0.3147
H 1.0511 -1.3019 0.1016
H 0.7015 -2.2536 -2.5677
H -1.0599 -0.5989 -1.9715
H -1.2617 -0.0613 -0.3334
H 0.3430 1.0811 -2.3470
H 1.2092 0.8536 -0.9031
H -1.5870 2.5998 4.9935
H -0.2571 2.0140 4.2557
O -1.1363 2.3976 4.1741
*
```

Calculated values
Relative energy (zero: lowest compared OMol25 entry of this formula, charge and spin) (kcal per mole): 10.59
HOMO energy (eV): -9.00
Total energy (a.u.): -286.80151
HOMO-LUMO gap (eV): 9.90
Maximum force (eV/Å): 1.16
SMILES string: NCCO.O


Which value of relative energy (zero: lowest compared OMol25 entry of this formula, charge and spin) does entry 4 give? 10.59 kcal per mole


Repeat the fourth record exactly.
DFT (wB97M-V/def2-TZVPD) results for 2 unconnected molecules or ions with the total composition C2H9NO2.

Geometry as ORCA input:
```
! wB97M-V def2-TZVPD RIJCOSX def2/J DEFGRID3
* xyz 0 1
C 0.3436 -1.4954 -0.7187
O 1.1697 -1.9262 -1.7930
C -0.4875 -0.2896 -1.0821
N 0.3071 0.8761 -1.3575
H -0.1925 -2.3446 -0.3147
H 1.0511 -1.3019 0.1016
H 0.7015 -2.2536 -2.5677
H -1.0599 -0.5989 -1.9715
H -1.2617 -0.0613 -0.3334
H 0.3430 1.0811 -2.3470
H 1.2092 0.8536 -0.9031
H -1.5870 2.5998 4.9935
H -0.2571 2.0140 4.2557
O -1.1363 2.3976 4.1741
*
```

Calculated values
Relative energy (zero: lowest compared OMol25 entry of this formula, charge and spin) (kcal per mole): 10.59
HOMO energy (eV): -9.00
Total energy (a.u.): -286.80151
HOMO-LUMO gap (eV): 9.90
Maximum force (eV/Å): 1.16
SMILES string: NCCO.O


Look up the relative energy (zero: lowest compared OMol25 entry of this formula, charge and spin) of the second one. 113.74 kcal per mole


Look up the total energy of the fourth one. -286.80151 a.u.